C17H53N3O8 | ωB97M-V/def2-TZVPD

Geometry (Å):
C (-0.41282, -3.19049, -1.47194)
C (1.00367, -3.67158, -1.67320)
C (1.72424, -3.80707, -0.32944)
O (1.48997, -2.56353, 0.42308)
C (2.32912, -2.48195, 1.62192)
N (0.86543, -4.80054, -2.57233)
H (-0.61064, -2.43204, -0.71450)
H (-0.86322, -3.99936, -0.89663)
H (-0.97803, -3.07127, -2.39630)
H (1.58185, -2.93387, -2.22961)
H (2.76928, -3.97098, -0.59236)
H (1.29161, -4.67642, 0.16570)
H (1.88354, -1.98205, 2.48196)
H (3.21414, -1.99776, 1.20912)
H (2.57471, -3.47767, 1.99113)
H (1.67616, -4.90493, -3.16555)
H (0.12580, -4.52506, -3.20253)
C (0.21860, 2.59007, -2.37328)
C (-0.05776, 3.07977, -0.95485)
C (-1.51569, 2.77404, -0.60332)
O (-1.66773, 1.36333, -0.66536)
C (-2.97730, 0.86748, -0.37006)
N (0.98636, 2.56424, -0.07501)
H (0.03624, 1.51708, -2.43285)
H (1.22918, 2.87033, -2.67040)
H (-0.46247, 3.10961, -3.04732)
H (-0.08452, 4.16416, -0.84764)
H (-2.21719, 3.31370, -1.23954)
H (-1.81643, 3.07456, 0.40035)
H (-3.14039, 0.90684, 0.70695)
H (-3.13108, -0.14815, -0.73468)
H (-3.83097, 1.34020, -0.85576)
H (0.54555, 1.92822, 0.57403)
H (1.44120, 1.87724, -0.65917)
C (1.06074, 3.80135, 2.09832)
C (0.24073, 3.26281, 3.23739)
C (0.47073, 1.73352, 3.55646)
O (0.07162, 1.01034, 2.43475)
C (-1.23545, 1.10069, 1.77242)
N (0.59770, 3.97216, 4.43905)
H (0.79759, 3.21112, 1.22055)
H (2.13797, 3.73998, 2.25294)
H (0.86187, 4.86507, 1.96775)
H (-0.82055, 3.41574, 3.04141)
H (-0.14199, 1.31675, 4.35582)
H (1.48834, 1.39040, 3.74312)
H (-1.55398, 2.01197, 1.26625)
H (-2.02438, 1.00041, 2.51783)
H (-1.28625, 0.28905, 1.04663)
H (1.58010, 4.05144, 4.65974)
H (0.18007, 4.88568, 4.33338)
C (-2.34046, -0.86182, -2.64862)
O (-2.98361, -2.08003, -2.69598)
H (-1.38406, -0.95732, -3.16268)
H (-2.91255, -0.02568, -3.05071)
H (-2.16268, -0.69546, -1.58616)
H (-3.80548, -1.98072, -3.18206)
C (-0.96167, -1.96976, 1.74866)
O (-1.41759, -2.70534, 2.88385)
H (-0.92072, -2.54237, 0.82209)
H (-1.57824, -1.09736, 1.53222)
H (0.05646, -1.62095, 1.92139)
H (-1.11524, -3.58495, 2.64625)
C (0.67501, -0.99973, -3.36221)
O (1.18333, 0.01691, -2.50023)
H (-0.22170, -0.70632, -3.90802)
H (1.42960, -1.13438, -4.13717)
H (0.59874, -1.94635, -2.82723)
H (0.50317, 0.15750, -1.83749)
C (2.26691, 0.56690, 0.75000)
O (1.27723, 0.02970, 1.54084)
H (2.00642, 1.51476, 0.27905)
H (3.18372, 0.73321, 1.31561)
H (2.42388, -0.12755, -0.07535)
H (0.96338, 0.61468, 2.23431)
C (0.18554, -0.63152, -0.47199)
O (-0.91062, -0.30749, -1.32575)
H (1.03210, 0.04892, -0.38020)
H (-0.26515, -0.47809, 0.50854)
H (0.61872, -1.63041, -0.52378)
H (-1.06950, 0.63639, -1.25185)

Forces on atoms 1 to 2 (eV/Å):
-1.2836 -1.4855 1.4560
0.0020 1.7995 -0.2665

Summary:
Energy above the lowest of the compared OMol25 structures with the same formula, charge and spin   515.0 kcal/mol
HOMO-LUMO gap   8.180 eV
LUMO level   0.40 eV
F_max   16.19 eV/Å
Net charge   0
E_HOMO   -7.78 eV

---

C17H54BO16 | ωB97M-V/def2-TZVPD

Geometry (Å):
O (0.08943, 3.58470, 0.06945)
C (0.24076, 3.17933, -1.06478)
C (0.85374, 1.89309, -1.45186)
B (0.32461, 0.53567, -0.59874)
C (1.32876, 0.10718, 0.62665)
C (2.56017, -0.58341, 0.12593)
O (3.25363, -1.35929, 0.74426)
O (2.88410, -0.29981, -1.18229)
O (-1.06312, 0.71010, -0.10686)
C (-1.82537, 0.26578, -1.21286)
C (-1.15799, -1.04626, -1.57140)
O (0.23127, -0.61883, -1.57576)
H (-0.07908, 3.85422, -1.89161)
H (1.93261, 2.02688, -1.29968)
H (0.71489, 1.74198, -2.52703)
H (0.84878, -0.65737, 1.25085)
H (1.59655, 0.92995, 1.29787)
H (2.21155, -0.75327, -1.72544)
H (-1.67292, 0.93512, -2.07031)
H (-2.89107, 0.21232, -0.97186)
H (-1.32249, -1.44103, -2.57467)
H (-1.24656, -1.77816, -0.76904)
C (-2.89099, -2.03740, 2.10288)
O (-1.67432, -1.89617, 1.39785)
H (-3.34538, -2.97761, 1.79530)
H (-2.74042, -2.07219, 3.18623)
H (-3.58836, -1.22346, 1.88061)
H (-1.27240, -1.04693, 1.61654)
C (3.16161, -2.06616, 4.32076)
O (3.29726, -2.80098, 3.12269)
H (2.92603, -2.77288, 5.11648)
H (4.08065, -1.53549, 4.59214)
H (2.34703, -1.33906, 4.25211)
H (3.49002, -2.17304, 2.40307)
C (-1.65894, 3.32028, -4.68149)
O (-2.50204, 2.53856, -3.85500)
H (-0.71130, 3.41454, -4.15494)
H (-1.47014, 2.84276, -5.64809)
H (-2.06162, 4.32358, -4.85402)
H (-3.35137, 2.42446, -4.28901)
C (1.86503, 6.79374, 1.09031)
O (0.57849, 6.30381, 0.77992)
H (1.80361, 7.88159, 1.11426)
H (2.21473, 6.45895, 2.07354)
H (2.61078, 6.50705, 0.34167)
H (0.61364, 5.33394, 0.74988)
C (4.37367, 9.75266, -1.35723)
O (3.56931, 9.23952, -0.31035)
H (5.38333, 9.84410, -0.96144)
H (4.40098, 9.08258, -2.22116)
H (4.04177, 10.74142, -1.68885)
H (2.66950, 9.13432, -0.63289)
C (-0.99530, -3.39100, -5.04147)
O (-2.30088, -2.91382, -4.74893)
H (-0.34662, -3.09793, -4.21931)
H (-0.98685, -4.48126, -5.13643)
H (-0.61388, -2.94905, -5.96707)
H (-2.88925, -3.16091, -5.46882)
C (-5.83278, -4.81865, -4.53383)
O (-5.02137, -3.69173, -4.80431)
H (-5.92949, -5.36993, -5.46746)
H (-5.38162, -5.47755, -3.78683)
H (-6.83382, -4.53578, -4.19484)
H (-4.87903, -3.18989, -3.99576)
C (5.98203, 0.74935, -1.75981)
O (6.97178, 1.74475, -2.03011)
H (5.81304, 0.20869, -2.68758)
H (6.32028, 0.03958, -1.00120)
H (5.03433, 1.18270, -1.44035)
H (7.11875, 2.23703, -1.21862)
C (-3.75284, -4.53726, 4.83507)
O (-4.60252, -3.44014, 4.55825)
H (-4.11039, -5.37445, 4.23822)
H (-2.71552, -4.33419, 4.55260)
H (-3.77913, -4.82866, 5.89043)
H (-4.30407, -2.66716, 5.04866)
C (5.38786, -5.87951, 3.06260)
O (4.22362, -5.39372, 2.44172)
H (5.54874, -6.89968, 2.71175)
H (6.27812, -5.29198, 2.80744)
H (5.30135, -5.90979, 4.15614)
H (4.06736, -4.48376, 2.74628)
C (-6.43770, -0.73698, 5.37710)
O (-5.21055, -0.59004, 4.67894)
H (-6.86812, -1.67834, 5.04303)
H (-6.29386, -0.78468, 6.46090)
H (-7.13639, 0.07263, 5.14929)
H (-4.79771, 0.23774, 4.94163)

Forces on atoms 1 to 2 (eV/Å):
0.2858 0.0393 0.2775
0.0038 0.0257 -0.0947

Summary:
HOMO-LUMO gap   7.429 eV
LUMO level   2.31 eV
F_max   1.64 eV/Å
Net charge   -1
E_HOMO   -5.12 eV

---

C17H54N6O10 | ωB97M-V/def2-TZVPD

Geometry (Å):
N (-3.27037, 3.69509, 0.11335)
C (-2.97730, 4.96784, 0.18024)
N (-4.05542, 5.70812, 0.41489)
O (-1.85231, 5.34007, -0.00762)
H (-2.48355, 3.22887, -0.31521)
H (-4.18567, 3.30412, 0.28499)
H (-4.95845, 5.26394, 0.50071)
H (-3.98656, 6.53004, 0.99782)
N (1.38056, -0.34149, 3.81269)
C (2.15325, -1.35457, 3.98817)
N (2.21227, -2.10408, 2.92781)
O (2.80445, -1.53229, 4.97093)
H (1.13688, 0.27567, 4.57416)
H (0.98721, -0.26694, 2.88543)
H (2.95404, -2.78810, 2.97249)
H (1.64939, -2.02417, 2.09302)
N (1.13745, 0.52631, -0.58188)
C (0.40046, -0.37645, 0.04520)
N (-0.75948, 0.16646, 0.29647)
O (0.84422, -1.42547, 0.50488)
H (2.05285, 0.28539, -0.93416)
H (0.60905, 1.32444, -0.90418)
H (-1.40923, -0.29632, 0.91596)
H (-0.98214, 1.10856, 0.00842)
C (-2.52764, -2.74143, 1.61440)
C (-1.88876, -3.71138, 0.58842)
O (-2.66660, -3.78070, -0.56754)
H (-2.04499, -2.37954, 2.52226)
H (-3.35739, -3.32945, 2.00663)
H (-2.97575, -1.85687, 1.16179)
H (-1.81066, -4.69615, 1.04909)
H (-0.86040, -3.43533, 0.35526)
H (-3.56109, -4.07869, -0.38679)
C (1.35900, -6.27746, 0.35042)
C (1.77713, -4.85548, 0.66157)
O (1.52198, -4.03426, -0.45148)
H (1.86233, -6.99845, 0.99457)
H (1.68952, -6.62992, -0.62664)
H (0.27608, -6.39602, 0.31400)
H (2.82946, -4.63902, 0.84555)
H (1.23384, -4.48058, 1.52897)
H (1.31758, -3.20553, -0.01214)
C (0.68950, 2.25669, -3.62122)
C (-0.61674, 2.55260, -2.95398)
O (-0.33086, 2.75631, -1.60593)
H (1.26036, 3.17882, -3.73023)
H (0.42008, 2.01319, -4.64894)
H (1.23151, 1.43631, -3.15078)
H (-1.18347, 1.63404, -3.10616)
H (-1.13933, 3.32736, -3.51500)
H (0.19273, 3.54801, -1.46212)
C (3.66433, -1.82623, -1.68253)
C (4.59369, -0.61867, -1.65498)
O (3.78408, 0.54046, -1.60975)
H (4.04414, -2.83384, -1.85151)
H (2.89271, -1.68914, -2.44009)
H (3.19507, -1.86557, -0.69950)
H (5.31718, -0.54596, -2.46702)
H (5.15878, -0.60601, -0.72298)
H (4.12208, 1.15429, -2.26594)
C (-0.87531, -1.39039, -2.79967)
C (-1.62186, -2.31600, -3.82800)
O (-2.82360, -2.70931, -3.17549)
H (-0.10235, -0.82579, -3.32106)
H (-0.46343, -2.06861, -2.05235)
H (-1.52259, -0.67024, -2.29915)
H (-1.11231, -3.18972, -4.23428)
H (-2.10509, -1.74667, -4.62201)
H (-2.62436, -3.22890, -2.39324)
C (-3.95490, 2.51748, 3.61155)
C (-3.27985, 1.13894, 3.38603)
O (-2.36218, 1.24395, 2.39020)
H (-4.74947, 2.50806, 4.35767)
H (-4.48626, 2.81350, 2.70705)
H (-3.22610, 3.31969, 3.72739)
H (-4.07204, 0.42471, 3.16151)
H (-2.67430, 0.78952, 4.22228)
H (-2.84048, 0.99309, 1.59655)
C (3.43994, 3.53546, 0.64532)
C (2.78147, 4.19810, -0.58715)
O (1.50295, 4.66277, -0.10895)
H (3.31276, 4.13471, 1.54688)
H (4.51232, 3.36291, 0.55415)
H (2.97946, 2.56025, 0.80361)
H (2.57208, 3.42831, -1.32989)
H (3.34468, 5.03810, -0.99373)
H (1.57974, 5.37464, 0.53054)

Forces on atoms 1 to 2 (eV/Å):
0.0768 -3.3340 -0.6275
0.1335 0.4023 0.0844

Summary:
Energy above the lowest of the compared OMol25 structures with the same formula, charge and spin   0.0 kcal/mol
HOMO-LUMO gap   9.316 eV
SMILES string   NC(N)=O.NC(N)=O.NC(N)=O.CCO.CCO.CCO.CCO.CCO.CCO.CCO
LUMO level   0.22 eV
F_max   5.16 eV/Å
Net charge   0
E_HOMO   -9.10 eV